Record 1
Computed, not measured: a cluster of 3 separate species, C13H36B4N2O9 in total, with ωB97M-V/def2-TZVPD.

Calculated total energy in a.u.: -1403.20714
SMILES string: COB(O)B1OBOBO1.COCCNCCOC.COCCNCCOC
Kohn-Sham gap in eV: 8.812

Geometry as XYZ:
```
64
C13H36B4N2O9 (ωB97M-V/def2-TZVPD)
C 3.185 -0.094 -6.494
O 2.585 1.193 -6.590
B 1.395 1.404 -5.963
O 1.292 2.505 -5.122
B -0.006 0.443 -6.215
O -0.799 0.035 -5.153
B -1.859 -0.758 -5.539
O -2.550 -0.426 -6.675
B -1.781 0.117 -7.666
O -0.406 0.085 -7.494
H 3.481 -0.440 -7.483
H 4.076 -0.030 -5.875
H 2.516 -0.838 -6.060
H 0.779 3.191 -5.559
H -2.112 -1.743 -4.928
H -2.239 0.651 -8.619
C -3.463 3.541 1.510
O -3.438 2.181 1.129
C -3.969 1.919 -0.164
C -2.885 1.480 -1.122
N -1.987 2.578 -1.446
C -0.798 2.188 -2.201
C 0.193 1.244 -1.536
O 0.877 1.798 -0.428
C 0.199 1.717 0.811
H -3.163 3.588 2.555
H -2.770 4.150 0.920
H -4.469 3.962 1.414
H -4.494 2.797 -0.551
H -4.695 1.107 -0.059
H -3.353 1.124 -2.045
H -2.366 0.628 -0.660
H -1.694 3.025 -0.587
H -0.260 3.104 -2.454
H -1.118 1.739 -3.146
H 0.963 1.015 -2.277
H -0.270 0.289 -1.256
H -0.429 0.823 0.871
H -0.414 2.604 0.998
H 0.952 1.658 1.596
C 0.342 -2.136 1.915
O 0.727 -1.143 2.842
C -0.166 -0.983 3.938
C 0.470 -1.440 5.231
N 0.637 -2.885 5.254
C 1.424 -3.391 6.374
C 2.887 -2.976 6.470
O 3.707 -3.498 5.444
C 3.748 -2.746 4.247
H 1.015 -2.056 1.062
H 0.423 -3.147 2.329
H -0.685 -1.979 1.568
H -1.102 -1.518 3.755
H -0.396 0.084 4.019
H -0.173 -1.145 6.065
H 1.423 -0.901 5.335
H 1.075 -3.178 4.390
H 1.395 -4.482 6.324
H 0.922 -3.104 7.304
H 3.279 -3.389 7.403
H 3.006 -1.887 6.532
H 3.632 -1.676 4.439
H 2.982 -3.064 3.533
H 4.722 -2.914 3.788
```

Record 2
Computed, not measured: a cluster of 8 separate species, C10H29N14O9 in total, with ωB97M-V/def2-TZVPD.

Charge: -1
Calculated total energy in a.u.: -1842.35410
Relative energy (zero: lowest compared OMol25 entry of this formula, charge and spin) in eV: 0.0000
Kohn-Sham gap in eV: 8.593

Geometry as XYZ:
```
62
C10H29N14O9 (ωB97M-V/def2-TZVPD)
N -3.482 -2.780 4.012
O -3.110 -2.194 5.009
O -3.931 -3.966 4.057
O -3.398 -2.287 2.849
C -1.593 -5.967 1.896
O -0.970 -6.989 1.587
N -1.662 -5.580 3.198
N -2.405 -5.325 1.043
H -0.944 -6.071 3.704
H -2.350 -5.024 3.709
H -2.772 -5.613 0.155
H -2.790 -4.506 1.502
C -4.237 -3.133 8.134
O -3.272 -2.375 8.018
N -4.378 -4.227 7.372
N -5.349 -2.751 8.781
H -3.794 -4.324 6.556
H -5.216 -4.773 7.467
H -5.404 -1.824 9.164
H -6.167 -3.321 8.903
C 0.103 -2.070 3.147
O -0.399 -1.942 4.247
N -0.547 -2.245 1.986
N 1.425 -2.396 3.000
H -0.145 -2.469 1.097
H -1.547 -2.110 2.041
H 2.071 -2.570 3.746
H 1.684 -2.581 2.048
C -6.781 -1.591 1.247
O -7.563 -0.829 0.673
N -5.463 -1.312 1.320
N -7.173 -2.633 2.024
H -4.979 -0.597 0.821
H -4.899 -1.896 1.935
H -8.160 -2.727 2.182
H -6.506 -3.045 2.653
C -1.984 -3.475 -2.276
O -1.233 -4.398 -2.557
N -2.464 -2.623 -3.224
N -2.525 -3.218 -1.051
H -2.034 -2.771 -4.123
H -2.802 -1.703 -3.005
H -3.177 -2.467 -1.112
H -2.429 -3.835 -0.258
C -2.586 1.570 3.365
O -2.149 1.358 4.488
N -2.639 2.801 2.808
N -2.945 0.621 2.479
H -3.050 2.960 1.906
H -2.648 3.574 3.455
H -2.722 -0.285 2.883
H -3.050 0.850 1.511
N -8.484 -3.096 5.433
C -9.387 -4.137 5.304
C -8.652 -5.240 4.917
C -7.345 -4.858 4.653
C -7.241 -3.537 5.045
H -8.683 -2.139 5.663
H -10.444 -3.954 5.402
H -8.981 -6.244 4.692
H -6.532 -5.456 4.272
H -6.431 -2.832 4.936
```

- Look up the calculated total energy of the first one.
  -1403.20714 a.u.